{"formula": "C45H62BF4N9O", "method": "ωB97M-V with the def2-TZVPD basis set", "total_charge": 1, "homo_energy_ev": -9.17, "spin_multiplicity": 2, "gap_ev": 4.369, "lumo_ev": -4.797, "e_tot_ev": -74673.311, "s2": 0.75, "elements": ["C", "N", "C", "C", "C", "C", "C", "C", "C", "C", "N", "C", "C", "C", "H", "H", "H", "H", "H", "H", "H", "H", "H", "H", "H", "H", "H", "H", "B", "F", "F", "F", "F", "C", "C", "C", "C", "C", "C", "N", "O", "C", "C", "C", "H", "H", "H", "H", "H", "H", "H", "H", "H", "H", "H", "H", "H", "H", "H", "H", "H", "H", "N", "C", "C", "C", "C", "H", "H", "H", "H", "H", "N", "C", "C", "C", "C", "H", "H", "H", "H", "H", "N", "C", "C", "C", "C", "H", "H", "H", "H", "H", "N", "C", "C", "C", "C", "H", "H", "H", "H", "H", "N", "C", "C", "C", "C", "H", "H", "H", "H", "H", "N", "C", "C", "C", "C", "H", "H", "H", "H", "H"], "positions_angstrom": [[3.119, 21.403, -3.323], [2.626, 20.551, -2.215], [2.691, 19.213, -2.287], [2.145, 18.428, -1.305], [1.535, 19.047, -0.209], [1.501, 20.431, -0.151], [2.052, 21.174, -1.175], [0.895, 18.228, 0.852], [-0.312, 18.605, 1.413], [-0.819, 17.915, 2.497], [-0.122, 16.891, 3.013], [1.021, 16.462, 2.463], [1.552, 17.126, 1.386], [-0.591, 16.213, 4.233], [3.417, 20.759, -4.148], [3.994, 21.954, -2.996], [2.284, 22.011, -3.658], [3.104, 18.811, -3.200], [2.106, 17.355, -1.429], [0.979, 20.953, 0.642], [1.969, 22.255, -1.223], [-0.856, 19.470, 1.064], [-1.702, 18.189, 3.063], [1.566, 15.673, 2.958], [2.498, 16.764, 1.004], [-1.608, 16.523, 4.463], [0.043, 16.397, 5.095], [-0.695, 15.157, 3.982], [-0.323, 22.548, 2.293], [1.067, 22.486, 2.215], [-0.805, 23.443, 1.314], [-0.979, 21.333, 2.112], [-0.621, 23.089, 3.556], [3.065, 17.914, 8.405], [3.099, 19.218, 7.581], [4.441, 19.859, 7.984], [4.930, 20.916, 6.994], [5.060, 20.260, 5.628], [3.754, 19.648, 5.104], [3.100, 18.850, 6.156], [2.106, 18.193, 5.796], [2.843, 20.783, 4.579], [4.168, 18.719, 3.976], [1.975, 20.142, 8.058], [3.319, 18.120, 9.442], [3.823, 17.251, 7.983], [2.110, 17.392, 8.345], [4.318, 20.423, 8.913], [5.234, 19.135, 8.187], [5.866, 21.380, 7.305], [4.199, 21.733, 6.978], [5.845, 19.497, 5.673], [5.447, 21.017, 4.941], [2.486, 20.558, 3.571], [1.969, 20.986, 5.194], [3.408, 21.710, 4.492], [4.671, 17.821, 4.346], [3.293, 18.316, 3.447], [4.811, 19.133, 3.200], [2.104, 20.497, 9.074], [1.014, 19.632, 7.961], [1.944, 21.020, 7.404], [-5.177, 23.025, -0.375], [-3.921, 23.568, -0.348], [-4.006, 24.864, -0.785], [-5.382, 25.110, -1.079], [-6.076, 23.984, -0.753], [-5.359, 22.056, -0.193], [-3.094, 23.063, 0.127], [-3.203, 25.580, -0.827], [-5.781, 26.008, -1.521], [-7.103, 23.698, -0.915], [-1.839, 20.367, 4.752], [-0.917, 19.848, 5.608], [-1.470, 18.822, 6.337], [-2.827, 18.744, 5.903], [-2.952, 19.567, 4.816], [-1.692, 21.160, 4.149], [0.049, 20.318, 5.695], [-0.958, 18.303, 7.129], [-3.566, 18.056, 6.284], [-3.800, 19.693, 4.161], [0.595, 23.611, 6.086], [-0.099, 23.137, 7.167], [0.576, 23.478, 8.311], [1.793, 24.078, 7.888], [1.767, 24.161, 6.529], [0.287, 23.584, 5.126], [-1.083, 22.732, 6.982], [0.253, 23.267, 9.316], [2.608, 24.425, 8.503], [2.510, 24.480, 5.815], [-2.455, 25.281, 3.326], [-2.395, 25.736, 4.626], [-2.353, 27.099, 4.548], [-2.610, 27.495, 3.199], [-2.694, 26.322, 2.486], [-2.456, 24.313, 3.064], [-2.407, 25.031, 5.439], [-2.084, 27.811, 5.313], [-2.734, 28.484, 2.796], [-2.803, 26.140, 1.430], [0.546, 26.944, 3.190], [1.184, 28.102, 2.854], [2.523, 27.814, 2.706], [2.675, 26.426, 2.915], [1.433, 25.906, 3.207], [-0.443, 26.878, 3.416], [0.557, 28.966, 2.710], [3.276, 28.580, 2.617], [3.576, 25.834, 2.880], [1.085, 24.918, 3.456], [1.730, 24.348, 0.080], [1.361, 24.852, -1.147], [2.457, 24.760, -1.963], [3.546, 24.214, -1.225], [3.025, 23.976, 0.025], [1.146, 24.301, 0.900], [0.370, 25.251, -1.276], [2.476, 25.097, -2.989], [4.526, 23.974, -1.600], [3.473, 23.567, 0.919]], "lowdin_spin": [0.000, 0.000, 0.000, 0.000, 0.000, 0.000, 0.000, 0.000, 0.000, 0.000, 0.000, 0.000, 0.000, 0.000, 0.000, 0.000, 0.000, 0.000, 0.000, 0.000, 0.000, 0.000, 0.000, 0.000, 0.000, 0.000, 0.000, 0.000, 0.000, 0.000, 0.000, 0.000, 0.000, 0.008, 0.027, 0.000, 0.000, 0.001, 0.028, 0.414, 0.471, 0.019, 0.005, 0.018, 0.000, 0.000, 0.000, 0.000, 0.000, 0.000, 0.000, 0.001, 0.000, 0.002, 0.000, 0.001, 0.000, 0.000, 0.000, 0.002, 0.002, 0.000, 0.000, 0.000, 0.000, 0.000, 0.000, 0.000, 0.000, 0.000, 0.000, 0.000, 0.000, 0.002, 0.001, 0.000, 0.001, 0.000, 0.001, 0.000, 0.000, 0.000, 0.000, 0.000, 0.000, 0.000, 0.000, 0.000, 0.000, 0.000, 0.000, 0.000, 0.000, 0.000, 0.000, 0.000, 0.000, 0.000, 0.000, 0.000, 0.000, 0.000, 0.000, 0.000, 0.000, 0.000, 0.000, 0.000, 0.000, 0.000, 0.000, 0.000, 0.000, 0.000, 0.000, 0.000, 0.000, 0.000, 0.000, 0.000, 0.000, 0.000]}

***

{"formula": "C45H65ClF2N19O4", "method": "ωB97M-V with the def2-TZVPD basis set", "total_charge": 1, "homo_energy_ev": -11.97, "spin_multiplicity": 1, "gap_ev": 7.967, "lumo_ev": -4.003, "e_tot_ev": -102165.861, "elements": ["O", "C", "O", "C", "C", "C", "C", "C", "N", "C", "O", "F", "C", "O", "F", "C", "N", "C", "Cl", "C", "H", "H", "H", "H", "H", "H", "H", "H", "H", "H", "H", "H", "H", "H", "C", "C", "N", "H", "H", "H", "C", "C", "N", "H", "H", "H", "C", "C", "N", "H", "H", "H", "C", "C", "N", "H", "H", "H", "C", "C", "N", "H", "H", "H", "C", "C", "N", "H", "H", "H", "C", "C", "N", "H", "H", "H", "C", "C", "N", "H", "H", "H", "C", "C", "N", "H", "H", "H", "C", "C", "N", "H", "H", "H", "C", "C", "N", "H", "H", "H", "C", "C", "N", "H", "H", "H", "C", "C", "N", "H", "H", "H", "C", "C", "N", "H", "H", "H", "C", "C", "N", "H", "H", "H", "C", "C", "N", "H", "H", "H", "C", "C", "N", "H", "H", "H"], "positions_angstrom": [[0.461, -4.781, 5.316], [1.379, -5.470, 5.067], [1.449, -6.226, 3.902], [2.483, -5.627, 3.107], [2.008, -4.360, 2.348], [3.282, -3.728, 1.659], [3.096, -2.213, 1.319], [3.335, -1.257, 2.538], [4.663, -1.253, 3.170], [4.956, -0.045, 3.883], [4.615, 0.181, 4.955], [5.724, 0.891, 3.292], [4.842, -2.334, 4.099], [4.103, -2.703, 4.900], [6.040, -2.934, 4.017], [3.293, 0.136, 1.783], [2.138, 0.661, 1.795], [1.120, -0.098, 2.545], [-0.205, -0.878, 1.650], [2.059, -0.980, 3.426], [2.235, -5.573, 5.756], [2.835, -6.375, 2.370], [3.357, -5.364, 3.746], [1.365, -4.709, 1.513], [1.448, -3.639, 2.965], [3.365, -4.258, 0.692], [4.213, -3.977, 2.206], [3.784, -1.922, 0.504], [2.076, -2.070, 0.906], [4.165, 0.562, 1.263], [1.954, 1.549, 1.319], [0.639, 0.682, 3.167], [2.204, -0.307, 4.302], [1.601, -1.854, 3.918], [-0.782, 1.819, -1.209], [-0.422, 2.702, -0.082], [-0.142, 3.371, 0.800], [-0.667, 0.781, -0.901], [-1.812, 1.985, -1.509], [-0.129, 2.011, -2.058], [-1.463, 3.190, 5.249], [-0.788, 1.946, 5.663], [-0.269, 0.980, 5.976], [-2.536, 3.087, 5.372], [-1.115, 4.022, 5.858], [-1.245, 3.399, 4.202], [-2.600, 2.046, -5.372], [-2.183, 1.156, -4.274], [-1.857, 0.465, -3.424], [-2.880, 3.020, -4.974], [-1.781, 2.171, -6.073], [-3.452, 1.615, -5.894], [-1.199, 7.616, 4.823], [-1.717, 6.729, 5.880], [-2.118, 6.045, 6.700], [-0.673, 7.026, 4.072], [-2.023, 8.146, 4.346], [-0.510, 8.340, 5.254], [-3.441, -3.117, -2.467], [-3.089, -2.250, -1.329], [-2.817, -1.576, -0.452], [-3.341, -4.159, -2.183], [-4.469, -2.928, -2.773], [-2.777, -2.912, -3.306], [0.097, 3.848, -8.749], [-1.286, 3.535, -8.347], [-2.355, 3.288, -8.037], [0.771, 3.689, -7.908], [0.396, 3.202, -9.572], [0.162, 4.887, -9.068], [-6.876, 1.964, -6.345], [-6.183, 0.726, -5.945], [-5.645, -0.229, -5.632], [-7.953, 1.830, -6.264], [-6.570, 2.783, -5.696], [-6.627, 2.213, -7.374], [5.054, -8.829, 4.482], [5.623, -8.570, 3.147], [6.059, -8.368, 2.114], [5.455, -8.116, 5.199], [3.970, -8.726, 4.448], [5.306, -9.838, 4.804], [-5.297, 4.206, -10.027], [-6.670, 3.876, -9.609], [-7.729, 3.607, -9.289], [-4.616, 4.052, -9.191], [-4.996, 3.563, -10.853], [-5.243, 5.245, -10.348], [1.883, -7.301, 8.992], [2.246, -7.448, 7.572], [2.523, -7.561, 6.472], [1.064, -6.590, 9.091], [1.572, -8.263, 9.394], [2.741, -6.938, 9.556], [-5.811, 3.023, 5.582], [-4.936, 3.616, 4.556], [-4.258, 4.075, 3.763], [-6.413, 2.230, 5.140], [-5.206, 2.605, 6.386], [-6.470, 3.787, 5.992], [0.752, -1.099, -5.781], [1.535, -0.108, -6.542], [2.138, 0.661, -7.128], [-0.284, -0.774, -5.704], [0.790, -2.066, -6.282], [1.162, -1.202, -4.778], [7.564, -2.485, -0.267], [6.166, -2.914, -0.443], [5.087, -3.254, -0.581], [8.091, -2.556, -1.217], [7.593, -1.453, 0.081], [8.056, -3.123, 0.465], [-4.508, 6.626, 1.721], [-3.831, 7.903, 2.005], [-3.306, 8.890, 2.226], [-5.574, 6.795, 1.577], [-4.093, 6.181, 0.818], [-4.365, 5.938, 2.554], [-5.654, -7.233, -1.439], [-4.699, -6.593, -2.360], [-3.961, -6.098, -3.074], [-6.261, -7.956, -1.981], [-5.113, -7.745, -0.644], [-6.304, -6.479, -0.999], [5.676, -0.203, -6.022], [6.096, -1.070, -4.905], [6.423, -1.734, -4.039], [5.365, 0.768, -5.639], [6.504, -0.063, -6.715], [4.841, -0.658, -6.553], [-0.428, 9.531, 0.105], [0.123, 9.726, -1.249], [0.548, 9.876, -2.295], [-0.004, 10.267, 0.786], [-1.510, 9.647, 0.086], [-0.184, 8.532, 0.463]], "mulliken_charge": [-0.504, 0.148, -0.378, -0.859, -0.236, -1.236, -0.721, 0.617, 0.506, 0.590, -0.315, -0.275, 0.355, -0.300, -0.288, -0.876, 0.134, -0.331, -0.052, -0.547, 0.435, 0.374, 0.410, 0.301, 0.269, 0.723, 0.451, 0.605, 0.238, 0.502, 0.249, 0.214, 0.334, 0.277, -0.651, 0.263, -0.500, 0.292, 0.275, 0.332, -0.025, 0.211, -0.424, -0.239, 0.146, 0.270, -0.468, 0.279, -0.385, 0.365, 0.001, 0.180, -0.626, 0.433, -0.475, 0.251, 0.118, 0.327, -0.615, 0.317, -0.371, 0.190, 0.292, 0.202, -0.795, 0.410, -0.434, 0.284, 0.273, 0.308, -0.587, 0.344, -0.401, 0.354, 0.280, 0.010, -0.694, 0.306, -0.403, 0.240, 0.203, 0.356, -0.536, 0.345, -0.399, 0.075, 0.270, 0.291, -0.867, 0.502, -0.425, 0.287, 0.309, 0.277, -0.794, 0.367, -0.484, 0.297, 0.304, 0.277, -0.650, 0.334, -0.399, 0.151, 0.313, 0.240, -0.951, 0.455, -0.455, 0.345, 0.273, 0.313, -0.195, 0.369, -0.487, 0.281, 0.249, -0.097, -0.770, 0.388, -0.427, 0.285, 0.269, 0.261, -0.740, 0.300, -0.321, 0.254, 0.290, 0.207, -0.590, 0.222, -0.339, 0.272, 0.217, 0.207]}